C20H55NO12S2 | ωB97M-V with the def2-TZVPD basis set

Atoms and positions in Å:
1 C -4.29991 1.05356 -1.29938
2 C -3.06151 1.02288 -2.22284
3 S -1.58720 1.74365 -1.45931
4 C -0.45905 0.40073 -1.08128
5 O -1.03839 -0.71768 -0.37253
6 S -1.89149 -0.39711 0.95544
7 O -2.30582 -1.70509 1.37505
8 O -0.61869 -0.05252 2.04650
9 N -0.68862 1.37168 2.33177
10 C 0.45538 1.85828 2.28101
11 O 1.44667 2.43170 2.13172
12 H -5.10643 1.58642 -1.80570
13 H -4.10679 1.57954 -0.36581
14 H -4.67225 0.05109 -1.09145
15 H -2.90524 0.02035 -2.60983
16 H -3.26965 1.64537 -3.09088
17 H 0.34831 0.84391 -0.49849
18 H -0.01848 -0.03711 -1.97196
19 C -0.53670 -3.02881 4.52985
20 C 0.19612 -2.00065 5.37155
21 O 1.06718 -1.20240 4.57207
22 H 0.17788 -3.67204 4.01478
23 H -1.18704 -3.65057 5.14755
24 H -1.14792 -2.54257 3.76662
25 H 0.82215 -2.49085 6.11676
26 H -0.51367 -1.35016 5.89445
27 H 0.52199 -0.75606 3.91548
28 C 3.25550 -2.51239 1.30587
29 C 3.35454 -1.05513 0.90203
30 O 2.07817 -0.52334 0.54314
31 H 2.83675 -3.10186 0.48971
32 H 4.23721 -2.91334 1.56041
33 H 2.59635 -2.62813 2.17061
34 H 3.99627 -0.94397 0.03106
35 H 3.77749 -0.45926 1.72020
36 H 1.50110 -0.62177 1.30905
37 C 3.59041 -3.12461 7.80446
38 C 2.56614 -4.10648 8.34608
39 O 2.84604 -4.44156 9.70266
40 H 4.59141 -3.55037 7.87834
41 H 3.39089 -2.87452 6.76091
42 H 3.58202 -2.20020 8.38692
43 H 2.58736 -5.03655 7.78053
44 H 1.55755 -3.68400 8.27533
45 H 2.81803 -3.62984 10.21793
46 C -3.26507 -0.55895 -6.57481
47 C -1.88581 -0.11460 -6.13140
48 O -1.63967 -0.40881 -4.75477
49 H -4.03129 -0.08041 -5.96134
50 H -3.43488 -0.31048 -7.62197
51 H -3.37935 -1.64022 -6.45443
52 H -1.77907 0.96444 -6.23450
53 H -1.11782 -0.59392 -6.74726
54 H -1.71534 -1.36224 -4.64544
55 C 0.14680 6.49036 -0.12021
56 C -0.16645 5.08105 -0.58794
57 O 0.88039 4.16938 -0.26057
58 H 1.07844 6.84033 -0.56597
59 H -0.65323 7.18053 -0.39252
60 H 0.27045 6.51924 0.96534
61 H -0.27361 5.05120 -1.67094
62 H -1.10403 4.72738 -0.14594
63 H 0.98834 4.16780 0.69546
64 C -4.05549 1.89157 5.54280
65 C -3.28369 1.91427 4.23643
66 O -4.14522 1.75687 3.11188
67 H -4.60793 0.95645 5.63895
68 H -3.38446 1.99249 6.39731
69 H -4.78185 2.70736 5.57810
70 H -2.57413 1.09052 4.19693
71 H -2.72154 2.84880 4.13498
72 H -4.77448 2.48449 3.11692
73 C -4.54085 -0.10962 -11.68938
74 C -3.39007 0.33884 -10.80902
75 O -3.17678 -0.55459 -9.71673
76 H -5.45792 -0.18719 -11.10483
77 H -4.70482 0.59288 -12.50745
78 H -4.33878 -1.09420 -12.11768
79 H -3.60060 1.31259 -10.36911
80 H -2.47006 0.42219 -11.39638
81 H -2.97455 -1.42237 -10.08084
82 C 8.57374 -0.58682 -0.78801
83 C 7.16922 -1.04866 -1.12781
84 O 6.51230 -1.62702 -0.00283
85 H 9.16765 -1.42208 -0.41589
86 H 9.07041 -0.16537 -1.66303
87 H 8.55076 0.17571 -0.00584
88 H 7.19494 -1.82055 -1.89539
89 H 6.57431 -0.21070 -1.50733
90 H 6.46705 -0.95615 0.68608

Values from the calculation:
HOMO (eV): -8.6
Energy (eV): -69357.1063

Löwdin population analysis, charges in e, atoms 1 to 2: -0.160 -0.521

***

C20H56N2O8 | ωB97M-V with the def2-TZVPD basis set

Atoms and positions in Å:
1 C 1.98750 1.52565 3.56401
2 O 1.78440 2.29496 2.38624
3 H 1.46516 0.62922 3.85391
4 H 2.05168 2.23529 4.39765
5 H 3.01031 1.14804 3.52376
6 H 1.26245 3.06779 2.58468
7 C -3.60711 2.24821 -2.18844
8 O -3.22981 3.43935 -2.83216
9 N -2.81866 1.23279 -1.95295
10 N -4.78089 2.10585 -1.70603
11 H -1.87218 1.27568 -2.18309
12 H -3.10306 0.25356 -1.66144
13 H -5.47737 2.78111 -1.80839
14 H -5.00273 1.27623 -1.15318
15 C 2.41135 -0.51328 -1.84287
16 C 2.29436 0.63342 -0.81047
17 C 1.18319 1.52427 -1.17992
18 O 2.24223 0.31905 0.40275
19 H 2.29293 -0.09040 -2.87165
20 H 1.51979 -1.15482 -1.79622
21 H 3.25590 -1.21052 -1.71012
22 H 3.23041 1.21208 -0.93644
23 H 1.14268 2.37712 -0.53338
24 H 0.19194 1.05757 -1.16205
25 H 1.29536 1.95559 -2.17262
26 H 2.17417 1.09822 0.94947
27 C 2.94136 -1.93094 3.03553
28 C 4.12746 -1.56226 2.19780
29 C 5.28210 -2.32227 2.75979
30 O 4.01005 -1.66240 0.95696
31 H 3.28394 -1.81218 4.06907
32 H 2.57620 -2.97491 2.79516
33 H 2.16535 -1.25860 2.79972
34 H 4.33936 -0.52651 2.33859
35 H 5.13670 -3.38804 2.74477
36 H 5.43674 -2.05855 3.78556
37 H 6.17453 -2.03978 2.12764
38 H 3.38490 -0.95294 0.65966
39 C -0.61516 0.63566 -4.06068
40 C -1.78741 0.30684 -4.94118
41 C -2.32420 1.48740 -5.74212
42 O -1.58109 -0.70779 -5.67497
43 H -0.79621 1.64628 -3.62825
44 H 0.28498 0.57857 -4.65712
45 H -0.57200 -0.02093 -3.20697
46 H -2.67001 -0.08744 -4.36032
47 H -3.32652 1.37185 -6.22936
48 H -1.71434 1.81008 -6.53270
49 H -2.47651 2.38376 -5.15538
50 H -2.36327 -1.23102 -5.63907
51 C -1.20901 3.66321 0.32410
52 C -2.59253 3.73317 0.84764
53 C -2.75826 2.98600 2.16336
54 O -2.99648 4.90289 0.98313
55 H -1.10658 4.18117 -0.55483
56 H -0.95681 2.67668 -0.00104
57 H -0.51838 4.06421 1.04297
58 H -3.28770 3.38110 0.13405
59 H -3.77493 2.85742 2.44589
60 H -2.31656 3.39410 3.02723
61 H -2.45930 1.99196 2.07644
62 H -2.42699 5.30518 1.59221
63 C -0.50049 -4.57980 0.55372
64 C 0.20407 -3.69928 -0.51916
65 C 1.66002 -3.49732 -0.14154
66 O 0.19406 -4.21956 -1.64168
67 H -1.48880 -4.86908 0.29831
68 H -0.56409 -3.98978 1.47261
69 H 0.06310 -5.49056 0.79860
70 H -0.16351 -2.71807 -0.65551
71 H 2.29984 -3.05871 -0.87513
72 H 2.18461 -4.43443 0.13061
73 H 1.62073 -2.89198 0.71906
74 H 0.44468 -3.51965 -2.26096
75 C -1.14697 -1.62924 3.37870
76 C -1.54266 -1.15168 2.01932
77 C -0.39758 -0.49605 1.32842
78 O -2.01508 -2.01470 1.19876
79 H -0.62195 -2.54440 3.24266
80 H -2.07248 -1.78427 3.96004
81 H -0.39981 -1.04228 3.94476
82 H -2.30943 -0.41952 2.21838
83 H 0.45193 -1.13488 1.39007
84 H -0.08822 0.47474 1.76705
85 H -0.56935 -0.23947 0.28400
86 H -2.66007 -2.59303 1.70460

Values from the calculation:
Structure (SMILES): NC(N)=O.CC(C)O.CC(C)O.CC(C)O.CC(C)O.CC(C)O.CC(C)O.CO
HOMO (eV): -9.0
Energy (eV): -41000.8092
ΔE to the lowest compared entry with this formula, charge and spin (kJ/mol): 511.2

Löwdin population analysis, charges in e, atoms 1 to 2: -0.130 -0.113

***

Question: Look up the HOMO of the second one.
Answer: -9.0 eV